C26H17Cl5CuI2N5O3Se as an isolated structure at a distorted geometry. Source: OMol25; level of theory: ωB97M-V/def2-TZVPD.

Cartesian coordinates (Å):
Cu1 0.057 1.067 0.661
I1 -3.797 -0.734 6.895
C1 -2.623 -0.729 5.163
C2 -2.343 -1.938 4.508
C3 -1.762 -1.888 3.275
I2 -1.606 -3.497 2.002
C4 -1.268 -0.593 2.656
O1 -0.842 -0.569 1.439
C5 -1.467 0.529 3.464
C6 -0.953 1.884 3.113
N1 0.389 1.762 2.521
C7 1.378 1.088 3.437
C8 2.268 0.128 2.769
C9 2.505 -1.159 3.300
C10 3.352 -2.020 2.638
C11 3.629 -1.683 1.310
C12 3.377 -0.367 0.863
N2 2.831 0.584 1.607
C13 -2.112 0.457 4.683
H1 -2.778 -2.893 4.909
H2 -0.938 2.489 4.034
H3 -1.647 2.386 2.425
H4 0.815 2.669 2.341
H5 0.888 0.550 4.270
H6 2.034 1.924 3.894
H7 2.110 -1.267 4.315
H8 3.568 -3.019 3.037
H9 4.083 -2.389 0.598
H10 3.523 -0.092 -0.199
H11 -2.439 1.378 5.223
Cl1 1.557 -3.518 -3.118
C14 1.856 -1.872 -3.094
C15 0.836 -0.922 -3.461
C16 1.187 0.427 -3.221
Cl2 0.913 2.902 -0.305
C17 2.524 0.893 -3.150
Cl3 2.788 2.584 -3.194
C18 3.559 -0.092 -3.019
Cl4 5.256 0.347 -3.052
C19 3.179 -1.480 -2.921
Cl5 4.400 -2.639 -2.629
Se1 0.105 3.196 -3.590
N3 -1.708 3.219 -3.326
C20 -2.066 2.125 -2.698
C21 -3.399 1.657 -2.484
C22 -3.508 0.617 -1.545
C23 -2.341 0.007 -0.961
N4 -1.074 0.458 -1.109
C24 -0.964 1.236 -2.258
N5 0.207 1.389 -2.956
H12 -4.228 2.223 -3.027
H13 -4.449 0.242 -1.183
H14 -2.490 -0.856 -0.301
C25 -2.175 -0.607 -5.420
O2 -0.822 -0.469 -5.090
C26 -0.513 -1.249 -3.983
O3 -1.304 -2.078 -3.532
H15 -2.761 -0.054 -4.623
H16 -2.486 -1.671 -5.578
H17 -2.313 -0.071 -6.326

The calculation puts the LUMO energy (spin up / spin down) at 1.5927 / 1.2125 eV. As for the charge: -1. The energy comes out at -229629.8582 eV. As for the multiplicity: 2.

=====

C26H18CeClIN3O5 as an isolated structure at a distorted geometry. Source: OMol25; level of theory: ωB97M-V/def2-TZVPD.

Cartesian coordinates (Å):
Ce1 -0.679 -0.160 0.079
C1 -4.214 0.769 -2.102
C2 -2.784 1.225 -2.039
C3 -2.435 2.404 -1.379
C4 -1.131 2.886 -1.412
C5 -0.157 2.209 -2.136
C6 -0.484 1.022 -2.786
C7 -1.779 0.517 -2.712
H1 -4.683 1.170 -3.002
H2 -4.782 1.121 -1.242
H3 -4.282 -0.317 -2.145
H4 -3.200 2.960 -0.851
H5 -0.887 3.812 -0.908
H6 0.834 2.629 -2.238
H7 0.263 0.509 -3.375
H8 -2.034 -0.392 -3.244
O1 -0.798 -1.327 3.974
C8 -0.372 -0.941 2.921
O2 -0.545 -1.499 1.743
C9 0.456 0.348 2.880
C10 0.686 1.050 4.070
C11 1.406 2.208 4.015
C12 1.931 2.654 2.781
C13 2.713 3.824 2.651
C14 3.215 4.189 1.436
C15 2.973 3.395 0.295
C16 2.216 2.261 0.384
C17 1.667 1.880 1.629
N1 0.902 0.746 1.700
H9 0.272 0.650 4.985
H10 1.592 2.790 4.909
H11 2.913 4.417 3.535
H12 3.818 5.083 1.346
H13 3.409 3.678 -0.655
H14 2.067 1.605 -0.463
Cl1 2.244 -6.341 -0.817
C18 1.880 -4.652 -0.878
C19 2.904 -3.746 -0.883
C20 2.624 -2.377 -0.934
I1 4.185 -0.990 -0.918
C21 1.334 -1.879 -1.001
O3 1.070 -0.578 -1.079
C22 0.267 -2.836 -0.986
N2 -1.015 -2.349 -1.003
C23 -2.021 -3.198 -0.939
C24 -1.845 -4.584 -0.881
C25 -0.576 -5.092 -0.870
C26 0.536 -4.222 -0.915
H15 3.928 -4.089 -0.848
H16 -3.015 -2.765 -0.927
H17 -2.708 -5.231 -0.830
H18 -0.406 -6.158 -0.815
O4 -2.864 -0.244 0.359
N3 -2.802 0.591 1.305
O5 -1.805 1.366 1.216

The calculation puts the LUMO energy at -4.6855 eV. The energy above the lowest of the compared OMol25 structures with the same formula, charge and spin comes out at 0.389 eV. As for the charge: +1. The energy comes out at -75509.5052 eV.

=====

C26H18ClIrN3OS as an isolated structure. Source: OMol25; level of theory: ωB97M-V/def2-TZVPD.

Cartesian coordinates (Å):
Ir1 0.102 0.148 0.014
Cl1 3.544 5.484 3.519
C1 2.782 4.049 2.999
C2 2.688 2.965 3.878
C3 2.061 1.838 3.415
C4 1.522 1.744 2.101
O1 0.945 0.636 1.803
C5 1.646 2.874 1.183
C6 1.162 2.928 -0.151
N1 0.584 1.920 -0.820
C7 0.111 2.081 -2.104
C8 0.307 3.173 -2.939
C9 -0.252 3.193 -4.224
C10 -1.004 2.154 -4.707
C11 -1.229 1.022 -3.890
C12 -1.979 -0.102 -4.297
C13 -2.143 -1.162 -3.445
C14 -1.566 -1.112 -2.174
N2 -0.864 -0.067 -1.760
C15 -0.674 0.998 -2.596
C16 2.276 4.003 1.693
H1 3.094 3.030 4.875
H2 1.946 0.963 4.041
H3 1.259 3.884 -0.648
H4 0.907 4.014 -2.623
H5 -0.072 4.058 -4.849
H6 -1.424 2.181 -5.703
H7 -2.414 -0.115 -5.287
H8 -2.706 -2.037 -3.734
H9 -1.669 -1.932 -1.477
H10 2.390 4.880 1.070
C17 -2.579 -0.215 1.632
C18 -1.838 -1.515 1.614
C19 -2.372 -2.642 2.271
C20 -1.694 -3.825 2.259
C21 -0.454 -3.907 1.591
C22 0.309 -5.097 1.541
C23 1.511 -5.128 0.885
C24 1.996 -3.975 0.257
C25 1.280 -2.787 0.280
S1 1.896 -1.381 -0.487
C26 0.027 -2.747 0.957
N3 -0.677 -1.576 0.971
H11 -3.514 -0.309 2.180
H12 -2.800 0.115 0.615
H13 -1.970 0.559 2.103
H14 -3.320 -2.545 2.779
H15 -2.092 -4.700 2.758
H16 -0.076 -5.980 2.034
H17 2.092 -6.039 0.851
H18 2.948 -3.994 -0.257

The calculation puts the LUMO energy (spin up / spin down) at -3.2892 / -5.5150 eV. As for the charge: +1. The energy comes out at -59962.9419 eV. As for the multiplicity: 5.

=====

C26H19Cl2N6O5Rb as an isolated structure at a distorted geometry. Source: OMol25; level of theory: ωB97M-V/def2-TZVPD.

Cartesian coordinates (Å):
Rb1 -0.113 1.210 -0.082
Cl1 1.911 -4.005 5.550
C1 2.109 -2.846 4.245
C2 0.993 -2.192 3.762
C3 1.062 -1.242 2.728
N1 -0.047 -0.490 2.330
C4 -1.256 -1.020 2.452
O1 -1.598 -2.193 2.724
C5 -2.433 -0.049 2.231
C6 -3.710 -0.500 2.562
C7 -4.794 0.335 2.367
C8 -4.583 1.599 1.834
C9 -3.286 1.963 1.519
N2 -2.231 1.171 1.729
C10 2.339 -0.987 2.161
C11 3.450 -1.662 2.671
C12 3.352 -2.585 3.693
Cl2 4.805 -3.393 4.253
N3 2.471 -0.140 1.034
C13 3.537 0.642 0.968
O2 4.464 0.837 1.785
C14 3.708 1.401 -0.352
C15 5.001 1.531 -0.865
C16 5.188 2.192 -2.062
C17 4.087 2.742 -2.710
C18 2.848 2.594 -2.116
N4 2.654 1.934 -0.971
H1 0.028 -2.430 4.179
H2 -3.804 -1.507 2.942
H3 -5.797 0.001 2.608
H4 -5.400 2.275 1.620
H5 -3.082 2.916 1.041
H6 4.424 -1.437 2.264
H7 5.822 1.120 -0.294
H8 6.181 2.284 -2.490
H9 4.183 3.273 -3.647
H10 1.958 3.013 -2.575
O3 -3.911 3.224 -2.019
C19 -3.031 2.375 -1.784
O4 -1.842 2.562 -1.415
C20 -3.455 0.904 -1.920
C21 -4.748 0.599 -2.332
C22 -5.173 -0.719 -2.433
C23 -4.307 -1.758 -2.106
C24 -3.015 -1.467 -1.689
C25 -2.592 -0.146 -1.606
H11 -5.406 1.429 -2.555
H12 -6.184 -0.940 -2.758
H13 -4.640 -2.788 -2.168
H14 -2.334 -2.264 -1.417
H15 -1.581 0.065 -1.301
N5 2.389 -1.349 -1.595
C26 1.750 -0.736 -2.630
N6 2.453 -0.702 -3.834
O5 0.647 -0.221 -2.550
H16 3.380 -1.491 -1.716
H17 2.167 -0.996 -0.650
H18 3.143 -1.418 -3.988
H19 1.849 -0.520 -4.619

The calculation puts the LUMO energy at 3.7500 eV. The energy above the lowest of the compared OMol25 structures with the same formula, charge and spin comes out at 0.932 eV. As for the charge: -2. The energy comes out at -72154.3794 eV.

=====

C26H19Cl2N6O5Rb as an isolated structure. Source: OMol25; level of theory: ωB97M-V/def2-TZVPD.

Cartesian coordinates (Å):
Rb1 -0.644 -0.743 0.442
Cl1 -3.515 6.193 -2.071
C1 -2.577 5.078 -1.103
C2 -2.383 3.787 -1.561
C3 -1.655 2.846 -0.841
N1 -1.605 1.528 -1.329
C4 -1.089 1.332 -2.511
O1 -0.458 2.115 -3.277
C5 -1.258 -0.071 -3.058
C6 -2.205 -0.314 -4.054
C7 -2.310 -1.582 -4.585
C8 -1.458 -2.578 -4.120
C9 -0.547 -2.245 -3.134
N2 -0.441 -1.023 -2.607
C10 -1.064 3.222 0.399
C11 -1.292 4.535 0.848
C12 -2.030 5.445 0.111
Cl2 -2.253 7.061 0.750
N3 -0.264 2.288 1.051
C13 0.288 2.559 2.222
O2 0.163 3.531 2.999
C14 1.288 1.494 2.696
C15 1.768 1.565 4.003
C16 2.695 0.634 4.432
C17 3.137 -0.339 3.544
C18 2.613 -0.333 2.263
N4 1.709 0.554 1.849
H1 -2.805 3.494 -2.513
H2 -2.839 0.497 -4.387
H3 -3.046 -1.800 -5.350
H4 -1.505 -3.589 -4.503
H5 0.132 -2.991 -2.736
H6 -0.867 4.831 1.793
H7 1.397 2.359 4.634
H8 3.075 0.665 5.447
H9 3.864 -1.086 3.833
H10 2.930 -1.062 1.524
O3 -0.512 -3.362 1.858
C19 -1.687 -3.186 2.251
O4 -2.571 -2.481 1.714
C20 -2.083 -3.895 3.552
C21 -1.147 -4.630 4.271
C22 -1.503 -5.257 5.458
C23 -2.804 -5.156 5.935
C24 -3.745 -4.425 5.221
C25 -3.383 -3.797 4.037
H11 -0.144 -4.684 3.870
H12 -0.766 -5.823 6.016
H13 -3.083 -5.642 6.864
H14 -4.759 -4.340 5.594
H15 -4.085 -3.209 3.459
N5 1.783 1.512 -1.189
C26 2.439 0.644 -1.999
N6 2.287 0.902 -3.353
O5 3.156 -0.268 -1.591
H16 1.075 2.103 -1.600
H17 1.628 1.247 -0.223
H18 1.399 1.330 -3.611
H19 2.543 0.099 -3.903

The calculation puts the LUMO energy at 4.0137 eV. The energy above the lowest of the compared OMol25 structures with the same formula, charge and spin comes out at 0.000 eV. As for the charge: -2. The energy comes out at -72155.3117 eV.

=====

C26H20BaBrN2O7PS2 as an isolated structure. Source: OMol25; level of theory: ωB97M-V/def2-TZVPD.

Cartesian coordinates (Å):
Ba1 -0.487 -0.051 0.612
O1 5.934 -0.472 2.053
C1 5.287 -1.256 2.894
O2 5.866 -1.939 3.714
C2 3.804 -1.266 2.806
C3 3.000 -1.993 3.664
N1 1.732 -1.781 3.300
N2 1.642 -0.938 2.266
C4 2.888 -0.615 1.943
C5 3.095 0.371 0.815
O3 4.277 0.673 0.531
O4 2.060 0.810 0.266
H1 5.285 0.049 1.454
H2 3.267 -2.621 4.497
H3 0.871 -2.022 3.809
S1 -2.424 3.911 -4.258
P1 -1.326 2.498 -3.424
S2 -1.923 1.730 -1.671
C6 0.429 3.027 -3.334
C7 0.961 3.763 -4.393
C8 2.305 4.099 -4.403
C9 3.134 3.702 -3.357
C10 2.612 2.976 -2.298
C11 1.261 2.649 -2.291
C12 -1.159 1.077 -4.584
C13 -2.000 0.949 -5.681
C14 -1.886 -0.146 -6.529
C15 -0.924 -1.116 -6.293
C16 -0.073 -0.989 -5.200
C17 -0.194 0.099 -4.351
H4 0.307 4.077 -5.197
H5 2.711 4.672 -5.229
H6 4.187 3.960 -3.372
H7 3.237 2.641 -1.479
H8 0.860 2.088 -1.460
H9 -2.735 1.724 -5.861
H10 -2.552 -0.239 -7.380
H11 -0.833 -1.968 -6.956
H12 0.686 -1.739 -5.012
H13 0.472 0.197 -3.501
Br1 -4.742 -2.800 4.181
C18 -2.893 -2.588 4.689
C19 -2.393 -3.571 5.492
C20 -1.075 -3.552 5.991
C21 -0.334 -2.389 5.731
C22 -0.797 -1.391 4.911
C23 -2.078 -1.481 4.189
C24 -2.296 -0.566 3.212
O5 -3.660 -0.368 2.722
O6 -1.485 0.371 2.776
H14 -3.053 -4.389 5.763
H15 -0.709 -4.340 6.634
H16 0.623 -2.242 6.229
H17 -0.255 -0.458 4.814
C25 -5.172 0.054 0.970
C26 -3.841 -0.463 1.433
O7 -3.025 -0.918 0.641
H18 -5.717 0.522 1.785
H19 -5.748 -0.781 0.569
H20 -5.002 0.762 0.159

The calculation puts the LUMO energy at 3.8080 eV. The energy above the lowest of the compared OMol25 structures with the same formula, charge and spin comes out at 0.431 eV. As for the charge: -2. The energy comes out at -146302.2084 eV.

=====

C26H20BrF4HoN4PS as an isolated structure at a distorted geometry. Source: OMol25; level of theory: ωB97M-V/def2-TZVPD.

Cartesian coordinates (Å):
Ho1 -1.648 -0.749 0.046
C1 -5.041 1.615 2.025
C2 -3.934 1.231 1.189
N1 -3.866 0.159 0.429
N2 -4.991 -0.577 0.274
C3 -4.904 -1.771 -0.313
N3 -6.028 -2.420 -0.477
S1 -3.470 -2.462 -0.802
C4 -2.707 2.061 1.122
C5 -2.742 3.366 1.540
C6 -1.662 4.237 1.306
C7 -0.520 3.746 0.744
C8 -0.553 2.397 0.320
N4 -1.585 1.590 0.473
H1 -5.724 2.345 1.515
H2 -4.684 2.157 2.930
H3 -5.652 0.751 2.302
H4 -5.878 -0.133 0.453
H5 -6.912 -1.989 -0.254
H6 -6.048 -3.229 -1.061
H7 -3.632 3.750 1.953
H8 -1.828 5.285 1.516
H9 0.352 4.348 0.502
H10 0.301 1.952 -0.185
F1 3.782 -5.968 -1.110
C9 3.176 -4.824 -1.015
C10 3.686 -3.707 -1.628
F2 4.788 -3.807 -2.239
C11 3.033 -2.469 -1.547
F3 3.627 -1.423 -2.117
C12 1.825 -2.273 -0.910
P1 1.154 -0.596 -0.549
C13 1.983 -0.202 0.971
C14 1.214 -0.103 2.165
C15 1.862 0.037 3.399
C16 3.211 -0.141 3.476
C17 3.979 -0.311 2.336
C18 3.377 -0.373 1.092
C19 1.695 0.493 -1.840
C20 1.280 0.183 -3.151
C21 1.667 0.995 -4.255
C22 2.418 2.162 -3.946
C23 2.900 2.412 -2.659
C24 2.567 1.586 -1.653
C25 1.334 -3.400 -0.263
Br1 -0.273 -3.250 0.700
C26 1.984 -4.634 -0.296
F4 1.417 -5.698 0.292
H11 0.149 0.057 2.220
H12 1.305 0.373 4.253
H13 3.746 -0.082 4.416
H14 5.093 -0.303 2.465
H15 3.981 -0.454 0.222
H16 0.775 -0.769 -3.242
H17 1.429 0.830 -5.285
H18 2.680 2.877 -4.644
H19 3.531 3.264 -2.491
H20 2.984 1.860 -0.713

The calculation puts the LUMO energy (spin up / spin down) at -10.1136 / -10.0591 eV. As for the charge: +3. The energy comes out at -160055.6324 eV. As for the multiplicity: 5.

=====

C26H20BrMoN6O2SSe4 as an isolated structure at a distorted geometry. Source: OMol25; level of theory: ωB97M-V/def2-TZVPD.

Cartesian coordinates (Å):
Mo1 -18.799 -7.401 11.258
Se1 -20.107 -9.875 10.687
Se2 -20.311 -5.824 13.252
C1 -19.357 -7.142 14.202
C2 -19.262 -7.337 15.596
C3 -18.716 -8.493 16.102
C4 -18.272 -9.488 15.187
C5 -18.459 -9.294 13.800
N1 -19.012 -8.147 13.288
C6 -21.143 -8.477 9.884
C7 -22.163 -8.677 8.939
C8 -22.979 -7.689 8.494
C9 -22.702 -6.422 9.037
C10 -21.618 -6.182 9.878
N2 -20.736 -7.227 10.236
H1 -19.515 -6.430 16.164
H2 -18.649 -8.544 17.207
H3 -17.744 -10.438 15.476
H4 -18.230 -10.061 13.037
H5 -22.394 -9.724 8.681
H6 -23.908 -7.791 7.844
H7 -23.258 -5.543 8.794
H8 -21.318 -5.243 10.261
Se3 -14.075 -7.345 11.369
C11 -15.707 -8.138 11.143
N3 -16.881 -8.433 11.222
Se4 -15.742 -4.973 10.661
C12 -14.841 -3.792 11.902
C13 -14.041 -2.775 11.466
C14 -13.000 -2.336 12.303
N4 -12.960 -2.589 13.609
C15 -13.886 -3.459 14.071
C16 -14.815 -4.110 13.244
H9 -14.185 -2.367 10.494
H10 -12.146 -1.856 11.816
H11 -13.793 -3.698 15.093
H12 -15.345 -5.026 13.609
S1 -17.747 -5.156 11.476
Br1 -15.148 -3.992 4.213
C17 -16.571 -3.092 3.395
C18 -16.307 -2.644 2.121
C19 -17.230 -1.877 1.412
C20 -18.397 -1.433 2.102
C21 -18.657 -1.827 3.461
C22 -17.776 -2.775 4.033
C23 -18.336 -3.367 5.342
O1 -18.002 -4.523 5.682
O2 -18.899 -2.527 6.121
H13 -15.345 -2.862 1.618
H14 -17.064 -1.641 0.396
H15 -19.146 -0.822 1.604
H16 -19.377 -1.351 4.075
N5 -17.734 -8.220 7.086
C24 -17.779 -6.826 6.977
C25 -18.093 -6.316 8.212
N6 -18.169 -7.401 9.074
C26 -17.932 -8.493 8.396
H17 -17.556 -8.836 6.363
H18 -17.519 -6.410 5.989
H19 -18.311 -5.296 8.490
H20 -17.815 -9.495 8.831

The calculation puts the LUMO energy (spin up / spin down) at 0.6824 / 0.7916 eV. The energy above the lowest of the compared OMol25 structures with the same formula, charge and spin comes out at 1.403 eV. As for the charge: -1. The energy comes out at -384441.5717 eV. As for the multiplicity: 3.